11
Properties=species:S:1:pos:R:3:nbo_charge:R:1 method="wB97M-V/def2-TZVPD" homo_energy_ev=-9.57 de_lowest_ev=5.1788 total_energy_ev=-10603.6884
H 2.191 0.545 1.214 0.33
N 1.858 -0.315 0.971 -0.55
C 1.149 -0.118 -0.202 0.28
C 0.536 1.184 -0.493 0.12
N -0.695 1.357 -0.431 -0.45
C -1.400 0.531 0.619 0.22
N -1.290 -0.713 0.667 -0.31
N -0.676 -1.331 -0.517 0.10
N 0.346 -0.921 -0.878 -0.15
H 1.206 2.196 -0.781 0.19
H -1.910 1.143 1.340 0.22

=====

8
Properties=species:S:1:pos:R:3:nbo_charge:R:1 method="wB97M-V/def2-TZVPD" homo_energy_ev=-2.94 charge=-1 de_lowest_ev=0.1706 total_energy_ev=-14001.6350
S -1.411 -0.412 1.990 -1.00
H -0.448 -0.633 2.898 0.10
C 0.614 0.137 -1.005 -0.24
O -0.684 0.606 -0.773 -0.80
H 1.228 0.243 -0.105 0.16
H 1.090 0.704 -1.810 0.14
H 0.576 -0.913 -1.327 0.14
H -0.965 0.268 0.131 0.49

=====

19
Properties=species:S:1:pos:R:3:nbo_charge:R:1 method="wB97M-V/def2-TZVPD" homo_energy_ev=-12.39 charge=+1 de_lowest_ev=2.3320 total_energy_ev=-10845.9307 smiles="[NH2+]=CCCn1ccnc1"
N 0.796 -2.579 1.228 -0.61
C 0.529 -1.448 0.554 0.37
C 1.005 -1.001 -0.755 -0.53
C 1.205 0.541 -0.608 -0.19
N -0.086 1.075 -0.244 -0.38
C -1.318 1.063 -0.966 -0.15
C -2.261 1.644 -0.156 -0.04
N -1.726 1.924 1.013 -0.43
C -0.476 1.648 0.897 0.15
H 0.176 -2.528 2.008 0.44
H 1.082 -3.385 0.743 0.44
H -0.029 -0.678 1.128 0.24
H 0.241 -1.126 -1.525 0.30
H 1.790 -1.575 -1.043 0.25
H 1.999 0.817 0.075 0.24
H 1.511 0.976 -1.501 0.24
H -1.316 0.748 -1.966 0.22
H -3.317 1.842 -0.507 0.24
H 0.198 2.041 1.625 0.21